Entry 1:
The following is a quantum chemistry calculation of C27H31N3O5 in the gas phase, from the Open Molecules 2025 dataset.

Each line ends with the Mulliken charge.
CARTESIAN COORDINATES (ANGSTROEM)
C (-3.7443, 1.6642, 3.8547)  -0.94
C (-2.8224, 2.4309, 3.3043)  0.20
C (-3.0153, 3.1868, 2.0197)  -0.65
O (-1.8082, 3.4844, 1.3448)  -0.44
C (-1.0614, 2.4648, 0.8470)  0.75
C (-1.3726, 1.1152, 0.9601)  -0.37
C (-0.4956, 0.1652, 0.4685)  0.13
C (0.6931, 0.5298, -0.1430)  -0.90
C (1.6906, -0.5224, -0.5658)  0.16
C (3.1205, -0.1656, -0.2573)  -0.53
C (3.6482, 0.4294, 0.8592)  0.33
O (4.9320, 0.7549, 0.9017)  -0.61
C (2.8439, 0.8728, 2.0021)  -0.07
C (3.0713, 2.1475, 2.5129)  -1.29
C (2.2563, 2.6796, 3.4919)  -0.45
C (1.2015, 1.9267, 3.9989)  0.92
O (0.3130, 2.3602, 4.9279)  -0.48
C (0.4435, 3.6700, 5.4330)  -0.98
C (1.0131, 0.6205, 3.5380)  -0.39
C (1.8171, 0.1038, 2.5499)  -0.04
C (3.9112, -0.3030, -1.4506)  0.50
O (5.1189, -0.0987, -1.5496)  -0.79
C (2.9539, -0.6696, -2.5696)  0.37
O (3.2033, -0.8595, -3.7394)  -0.67
N (1.7230, -0.7199, -2.0061)  0.50
C (0.5445, -1.0760, -2.7506)  -1.11
C (0.2418, -2.5784, -2.6504)  -0.57
N (-1.0686, -2.8893, -3.1865)  0.18
C (-1.1014, -2.8558, -4.6403)  -0.35
C (-2.5396, -3.0667, -5.1262)  -1.06
N (-3.1143, -4.3100, -4.6488)  -0.36
C (-3.0057, -4.3716, -3.2048)  -0.93
C (-1.5678, -4.1698, -2.7128)  -0.51
C (0.9665, 1.8827, -0.3149)  -0.01
C (0.1059, 2.8379, 0.1762)  -1.13
H (-3.5751, 1.1614, 4.7906)  0.32
H (-4.7084, 1.5131, 3.3958)  0.29
H (-1.8590, 2.5673, 3.7748)  0.23
H (-3.7111, 2.6579, 1.3541)  0.37
H (-3.4400, 4.1735, 2.2403)  0.30
H (-2.2759, 0.7924, 1.4515)  0.40
H (-0.7415, -0.8806, 0.5845)  0.48
H (1.4141, -1.4750, -0.0867)  0.44
H (5.3525, 0.5082, 0.0303)  0.46
H (3.8817, 2.7365, 2.1121)  0.44
H (2.4461, 3.6808, 3.8441)  0.48
H (-0.3728, 3.7936, 6.1431)  0.26
H (1.3970, 3.8064, 5.9515)  0.39
H (0.3489, 4.4161, 4.6377)  0.37
H (0.2137, 0.0380, 3.9674)  0.43
H (1.6695, -0.9106, 2.2171)  0.48
H (0.7380, -0.7969, -3.7883)  0.53
H (-0.3090, -0.5083, -2.3714)  0.14
H (1.0470, -3.1430, -3.1516)  0.18
H (0.2403, -2.8605, -1.5933)  0.39
H (-0.7424, -1.8853, -4.9823)  0.37
H (-0.4470, -3.6383, -5.0704)  0.31
H (-2.5706, -3.0586, -6.2174)  0.43
H (-3.1643, -2.2525, -4.7492)  0.35
H (-2.6074, -5.0922, -5.0576)  0.30
H (-3.3870, -5.3354, -2.8608)  0.41
H (-3.6344, -3.5761, -2.7960)  0.34
H (-1.5522, -4.1701, -1.6201)  0.41
H (-0.9371, -5.0078, -3.0679)  0.31
H (1.8699, 2.1860, -0.8224)  0.52
H (0.3206, 3.8889, 0.0667)  0.45

Its total energy is -1587.89967 a.u. As for the HOMO energy: -8.524 eV. The calculation puts the energy above the lowest of the compared OMol25 structures with the same formula, charge and spin at 3.6399 eV. Its lowest unoccupied orbital energy is -0.29 eV. Its charge is 0.



Entry 2:
The following is a quantum chemistry calculation of a molecular structure, C11H10Co2NO6 at a distorted geometry, from the Open Molecules 2025 dataset.

Each line ends with the Mulliken charge.
CARTESIAN COORDINATES (ANGSTROEM)
C (-1.4538, -0.4612, 0.6837)  -1.12
N (-0.1265, 0.2520, 0.4890)  0.28
C (0.9967, -0.7241, 0.4651)  -0.98
H (-2.2268, 0.2713, 0.9328)  0.44
H (-1.7420, -0.9369, -0.2435)  0.42
H (-1.3333, -1.2406, 1.4346)  0.39
H (-0.1548, 0.7142, -0.4920)  0.56
H (1.9503, -0.1958, 0.6600)  0.35
H (0.7671, -1.5371, 1.1804)  0.28
H (1.0285, -1.1838, -0.5347)  0.38
O (4.3706, 4.6296, 1.8560)  -0.43
C (3.8188, 4.2982, 2.8118)  0.83
Co (3.1090, 3.7413, 4.2916)  -0.36
C (4.2305, 2.3718, 4.3734)  0.01
O (5.0043, 1.5133, 4.4372)  -0.40
C (3.8482, 5.2139, 5.0960)  -0.13
O (4.3272, 6.0663, 5.7070)  -0.38
C (1.5630, 3.0005, 2.8443)  -0.63
C (0.9612, 1.8194, 2.5484)  0.48
C (-0.1099, 1.3801, 1.5139)  -0.86
Co (0.9829, 2.1741, 4.3674)  -0.02
C (1.6265, 0.5654, 4.6754)  0.08
O (2.1285, -0.4607, 4.8626)  -0.43
C (-0.5289, 2.2275, 5.4471)  -0.05
O (-1.4333, 2.2918, 6.1605)  -0.35
C (2.1049, 3.1544, 5.7043)  0.74
O (2.0462, 3.4019, 6.8559)  -0.57
H (1.4774, 3.8486, 2.1201)  0.46
H (-0.9874, 1.1134, 2.1561)  0.15
H (-0.3224, 2.2643, 0.8278)  -0.11

Its total energy is -3696.68449 a.u. As for the HOMO energy: -1.664 eV. The calculation puts the energy above the lowest of the compared OMol25 structures with the same formula, charge and spin at 2.7872 eV. Its lowest unoccupied orbital energy is 2.02 eV. Its charge is -1.



Entry 3:
The following is a quantum chemistry calculation of a molecular structure, C3H2Cl2NdO4Ru at a distorted geometry, from the Open Molecules 2025 dataset.

Each line ends with the Mulliken charge.
CARTESIAN COORDINATES (ANGSTROEM)
Nd (-1.9846, -0.3102, -3.3445)  2.04
Ru (0.1120, 0.6664, 1.1051)  0.77
Cl (-2.1230, -2.5279, -2.1237)  0.30
Cl (-1.0177, 1.3625, -1.0410)  -0.38
C (1.4142, 1.7424, 0.4798)  0.79
C (-0.0410, -1.5839, -4.3789)  0.01
C (-0.0219, 0.4537, -4.7794)  0.13
O (2.1261, 2.6223, 0.1472)  -0.05
O (0.8289, -2.2557, -4.7833)  0.11
O (1.0256, 0.5507, -5.2371)  0.08
O (-1.0530, -0.9701, 2.2242)  -0.69
H (-0.6904, -1.1965, 3.0974)  0.45
H (-1.8638, -0.5015, 2.4552)  0.44

Its total energy is -1991.13186 a.u. As for the HOMO energy (spin up / spin down): -24.947 / -26.064 eV. The calculation puts the energy above the lowest of the compared OMol25 structures with the same formula, charge and spin at 0.0000 eV. As for the multiplicity: 9. Its lowest unoccupied orbital energy (spin up / spin down) is -19.00 / -21.50 eV. Its charge is +4.



Entry 4:
The following is a quantum chemistry calculation of a molecular structure, C8H24O4 at a distorted geometry, from the Open Molecules 2025 dataset.

Each line ends with the Mulliken charge.
CARTESIAN COORDINATES (ANGSTROEM)
C (-0.1559, -0.5189, 3.1649)  -1.24
C (-0.4703, 0.9798, 3.1573)  -0.47
O (-1.6846, 1.1317, 2.4850)  -0.50
H (0.0886, -0.8719, 2.1630)  0.25
H (-0.9622, -1.1099, 3.5992)  0.39
H (0.6504, -0.7564, 3.8588)  0.38
H (0.2505, 1.5616, 2.5826)  0.54
H (-0.6176, 1.4264, 4.1406)  0.47
H (-2.0788, 1.8365, 3.0040)  0.39
C (-0.7366, -0.5534, -1.1351)  -1.16
C (-1.4485, -0.1637, 0.1825)  -0.58
O (-0.7272, 0.9575, 0.7607)  -0.69
H (0.3269, -0.5109, -0.8997)  0.33
H (-0.9359, 0.1614, -1.9334)  0.38
H (-1.0724, -1.5795, -1.2847)  0.46
H (-1.3143, -0.8002, 1.0571)  0.42
H (-2.5151, 0.0429, 0.0937)  0.23
H (-1.0075, 1.1660, 1.6549)  0.61
C (-0.7824, -1.7591, -2.9458)  -0.68
C (-0.4847, -2.2797, -4.3516)  -0.64
O (-0.4521, -3.7043, -4.3529)  -0.53
H (-0.6839, -0.6735, -2.9423)  0.12
H (0.0103, -2.1410, -2.3024)  0.36
H (-1.7687, -2.0541, -2.5877)  0.34
H (0.4657, -1.8263, -4.6333)  0.29
H (-1.1527, -1.8873, -5.1184)  0.36
H (-0.2190, -4.0299, -5.2254)  0.31
C (3.0319, 2.4768, 1.0689)  -1.36
C (1.7817, 1.5674, 1.0077)  0.41
O (1.0046, 2.1465, -0.0403)  -0.67
H (3.4911, 2.5961, 0.0876)  0.33
H (3.8911, 2.0773, 1.6077)  0.36
H (2.6576, 3.4371, 1.4236)  0.31
H (1.2550, 1.5578, 1.9620)  -0.15
H (2.1076, 0.5516, 0.7837)  0.21
H (0.2579, 1.5454, -0.0928)  0.41

Its total energy is -619.82600 a.u. As for the HOMO energy: -8.763 eV. The calculation puts the energy above the lowest of the compared OMol25 structures with the same formula, charge and spin at 8.3848 eV. Its lowest unoccupied orbital energy is 0.40 eV. Its charge is 0.



Entry 5:
The following is a quantum chemistry calculation of C10H13NO in the gas phase at a distorted geometry, from the Open Molecules 2025 dataset.

Each line ends with the Mulliken charge.
CARTESIAN COORDINATES (ANGSTROEM)
N (3.1655, 0.9578, -0.0217)  -0.81
C (1.8707, 0.1944, -0.1937)  0.92
C (1.8039, -0.9482, 0.5316)  -1.03
C (0.7001, -1.8727, 0.1663)  -0.73
C (-0.5909, -1.0565, 0.0971)  0.30
C (-1.8486, -1.6347, 0.0278)  -0.66
C (-2.9843, -0.8802, -0.1728)  -0.41
C (-3.0396, 0.4990, 0.0092)  -0.88
C (-1.7553, 1.0584, 0.1968)  0.49
O (-1.5033, 2.4796, 0.2757)  -0.49
C (-0.5523, 0.4115, -0.0143)  0.53
C (0.7408, 1.1680, -0.0334)  -1.12
H (2.7330, 1.9489, -0.5165)  0.35
H (3.8713, 0.6333, -0.8911)  0.34
H (2.0147, -0.0641, -1.2930)  0.22
H (1.7396, -0.4630, 1.6166)  0.29
H (2.8114, -1.4940, 0.6287)  0.18
H (0.7488, -2.0537, -1.0061)  0.24
H (0.7072, -2.6795, 0.8540)  0.41
H (-2.0090, -2.7494, -0.2291)  0.21
H (-3.8707, -1.4362, -0.2852)  0.40
H (-3.8256, 1.2235, -0.2915)  0.31
H (-2.2865, 2.9128, 0.5787)  0.31
H (0.6661, 1.7657, -0.9360)  0.42
H (0.6929, 2.0792, 0.9019)  0.20

Its total energy is -518.71337 a.u. As for the HOMO energy: -8.664 eV. The calculation puts the energy above the lowest of the compared OMol25 structures with the same formula, charge and spin at 3.5247 eV. Its lowest unoccupied orbital energy is 0.75 eV. Its charge is 0.